No. 1
Entry from OMol25: a 3-piece molecular cluster, C34H60ClN2O5PSi overall in a non-equilibrium geometry (ωB97M-V with the def2-TZVPD basis set).

XYZ file:
```
104
C34H60ClN2O5PSi, DFT ωB97M-V with the def2-TZVPD basis set
C 3.17048 0.70933 0.02723
C 2.23874 1.17108 -1.06190
C 1.70393 0.29038 -1.99649
C 0.86885 0.74303 -3.01584
C 0.53115 2.09131 -3.11823
C -0.34504 2.61029 -4.22752
C -1.84215 2.60610 -3.89871
C -2.35543 3.96485 -3.38098
C -2.31591 4.08535 -1.86809
C -3.37676 3.26492 -1.13072
C -4.80797 3.54514 -1.58180
C -5.80087 3.41100 -0.42432
C -5.96866 1.98720 0.14290
C -5.81933 0.88018 -0.90024
C -6.27011 -0.48147 -0.37129
Si -6.07488 -1.86798 -1.67176
C -5.51199 -1.08945 -3.30079
C -7.72062 -2.70276 -2.02762
C -4.75278 -3.11099 -1.17611
C -3.48324 -2.66553 -0.78646
C -2.49027 -3.57589 -0.44588
C -2.77002 -4.93744 -0.49589
C -4.02624 -5.40475 -0.85133
C -5.01736 -4.48528 -1.19097
O -2.54881 2.36882 -5.15069
C -3.21284 1.22235 -5.22545
O -2.89351 0.18914 -4.73142
P -4.70318 1.39444 -6.34945
O -5.12096 -0.17193 -6.35208
Cl -6.01535 2.29444 -5.01591
C 1.06353 2.96069 -2.16314
C 1.89802 2.52769 -1.14212
H 2.69743 0.72600 1.00453
H 3.58915 -0.26298 -0.21308
H 4.01513 1.39501 0.07486
H 1.97601 -0.75365 -1.93108
H 0.49037 0.02975 -3.73548
H -0.01014 3.59992 -4.52456
H -0.22389 1.93949 -5.07510
H -2.08107 1.86723 -3.13985
H -3.36307 4.09948 -3.76607
H -1.73406 4.73971 -3.82704
H -2.50267 5.13314 -1.62502
H -1.34225 3.84797 -1.44751
H -3.11349 2.20702 -1.16432
H -3.30879 3.54916 -0.08001
H -4.87110 4.58762 -1.90049
H -5.10701 2.93908 -2.43356
H -6.76843 3.80465 -0.73099
H -5.43078 4.05836 0.36963
H -5.28122 1.84561 0.97356
H -6.98955 1.90638 0.51605
H -4.77254 0.80707 -1.18782
H -6.41098 1.16941 -1.76549
H -5.74041 -0.74621 0.54264
H -7.33871 -0.43537 -0.15316
H -6.25114 -0.36861 -3.63926
H -4.55937 -0.59677 -3.12575
H -5.35850 -1.87771 -4.03209
H -8.50859 -1.97697 -2.21102
H -8.03403 -3.40642 -1.25887
H -7.61504 -3.28186 -2.94629
H -3.31441 -1.59664 -0.76684
H -1.51708 -3.19949 -0.17142
H -1.99046 -5.63883 -0.23509
H -4.26262 -6.45631 -0.89287
H -6.00614 -4.82143 -1.47002
H -5.62324 -0.28800 -7.16686
H 0.81453 4.01179 -2.23199
H 2.30642 3.22695 -0.42916
C 8.54785 2.18247 3.05446
C 7.06173 2.30006 3.37925
C 6.37704 0.95341 3.65158
O 6.10607 0.18118 2.49562
C 7.20301 -0.55706 1.98615
N 6.40021 3.05031 2.30737
H 8.71758 1.84665 2.03196
H 9.02974 3.15438 3.15636
H 9.04735 1.48728 3.73223
H 6.97501 2.88600 4.29893
H 5.39846 1.15804 4.09582
H 6.94237 0.36135 4.38444
H 7.85734 -0.92085 2.78375
H 7.77827 0.04168 1.27655
H 6.80298 -1.41497 1.44493
H 5.43626 3.23328 2.57207
H 6.32485 2.43503 1.50138
C 4.16965 -4.42057 5.60604
C 4.77907 -3.32296 4.73856
C 6.27712 -3.51031 4.46287
O 7.12559 -3.18170 5.54673
C 7.26642 -4.18518 6.53470
N 4.49132 -2.02213 5.34666
H 4.41955 -4.29531 6.65916
H 3.08294 -4.39599 5.52974
H 4.50601 -5.40965 5.28811
H 4.27432 -3.35722 3.76844
H 6.55774 -2.82272 3.66175
H 6.49176 -4.52553 4.10256
H 7.24208 -5.18693 6.09630
H 6.49316 -4.10164 7.30177
H 8.23301 -4.03863 7.01614
H 4.79495 -1.28669 4.71280
H 5.10051 -1.92285 6.15473
```

## Properties
**Molar mass**: 671.38 g/mol
**SMILES**: Cc1ccc(C[C@@H](CCCCCCCC[Si](C)(C)c2ccccc2)OC(=O)P(O)Cl)cc1.COC[C@@H](C)N.COC[C@@H](C)N
**HOMO level**: -8.826 eV
**E_LUMO**: 0.481 eV

No. 2
Entry from OMol25: one molecule with the formula C3H3Cl2F in a non-equilibrium geometry (ωB97M-V with the def2-TZVPD basis set).

XYZ file:
```
9
C3H3Cl2F, DFT ωB97M-V with the def2-TZVPD basis set
C 0.58946 0.79070 -0.50696
C -0.26191 0.00049 0.47103
C -0.68775 -1.28154 0.23296
H 0.80662 0.05230 -1.29065
H -1.35624 -1.74833 0.98375
H -0.44445 -1.88974 -0.58204
F -0.54908 0.66839 1.56733
Cl -0.19153 2.10049 -1.23798
Cl 2.09488 1.30724 0.36256
```

## Properties
**Molar mass**: 128.96 g/mol
**ΔE to the lowest compared entry with this formula, charge and spin**: 7.7 kcal/mol
**SMILES**: C=C(F)C(Cl)Cl
**HOMO level**: -10.157 eV
**E_LUMO**: 0.826 eV

No. 3
Entry from OMol25: C41H41N3O3P2S3Sc as an isolated structure (ωB97M-V with the def2-TZVPD basis set).

XYZ file:
```
94
C41H41N3O3P2S3Sc, DFT ωB97M-V with the def2-TZVPD basis set
Sc -0.01872 -1.30943 -0.02496
C 0.99594 -4.32234 -0.85249
O 1.36947 -2.95817 -0.67570
C 2.76167 -2.73367 -0.91736
C 3.07146 -1.24350 -0.77582
O 2.07801 -0.63349 0.05673
C 2.54662 0.31286 1.02111
C 1.33773 0.74806 1.81946
O 0.48391 -0.39331 1.99168
C -0.60541 -0.08962 2.87311
H 1.21273 -4.63528 -1.87537
H -0.07385 -4.39589 -0.67226
H 1.53816 -4.94915 -0.14131
H 3.00243 -3.05986 -1.93288
H 3.31423 -3.32767 -0.19107
H 3.04272 -0.74175 -1.73974
H 4.05227 -1.10841 -0.31721
H 2.98454 1.17781 0.51476
H 3.30049 -0.16852 1.64471
H 0.76187 1.51117 1.29481
H 1.64645 1.11954 2.80067
H -1.11699 0.81153 2.53502
H -0.21818 0.05383 3.88499
H -1.29984 -0.92644 2.85033
S -2.43706 -2.01175 -0.21465
P -2.57626 0.01929 -0.47103
C -0.99749 0.64677 -0.51229
P -0.21265 0.90430 -2.00254
S 0.45267 -0.87426 -2.68368
C 1.22343 1.99479 -1.69816
C 2.42115 1.81732 -2.38133
C 3.49213 2.67151 -2.15649
C 3.36671 3.71966 -1.25468
C 2.16328 3.91835 -0.58867
C 1.09624 3.06110 -0.81206
C -1.10200 1.80151 -3.30054
C -1.93467 2.86234 -2.95775
C -2.57872 3.58436 -3.94899
C -2.38242 3.25554 -5.28414
C -1.54557 2.20419 -5.62747
C -0.90718 1.47284 -4.63678
C -3.68223 0.32772 -1.86149
C -4.74064 1.22562 -1.76684
C -5.52071 1.49082 -2.88308
C -5.24068 0.86848 -4.08962
C -4.18786 -0.03323 -4.18424
C -3.41333 -0.31049 -3.07132
C -3.46379 0.67739 0.97108
C -4.45132 -0.06256 1.61266
C -5.13667 0.47868 2.69125
C -4.84325 1.76425 3.12591
C -3.86548 2.51032 2.48058
C -3.17605 1.96726 1.40725
H 2.51058 1.00245 -3.09076
H 4.42204 2.52403 -2.69043
H 4.19968 4.38868 -1.08258
H 2.05590 4.74786 0.09891
H 0.15404 3.20877 -0.29583
H -2.09027 3.11135 -1.91382
H -3.23809 4.40010 -3.68226
H -2.88703 3.81897 -6.05828
H -1.39564 1.94833 -6.66829
H -0.27166 0.63475 -4.89611
H -4.95869 1.71950 -0.82869
H -6.34711 2.18547 -2.80799
H -5.84660 1.08226 -4.96067
H -3.97298 -0.51894 -5.12703
H -2.58970 -1.01260 -3.13833
H -4.67737 -1.06418 1.26836
H -5.90268 -0.10004 3.19061
H -5.37949 2.18621 3.96586
H -3.64019 3.51488 2.81509
H -2.39568 2.52879 0.90542
N 2.45870 -1.99795 4.04670
C 3.78589 -1.69494 3.80660
C 4.71930 -0.92766 4.49748
C 5.97451 -0.82666 3.93207
C 6.29418 -1.47192 2.72534
C 5.36223 -2.23204 2.04973
C 4.08272 -2.33312 2.59829
N 2.95667 -2.99065 2.11133
C 2.03031 -2.76015 2.99452
C 0.67134 -3.32376 2.97415
C 0.20514 -4.10690 3.98273
S -1.36541 -4.65290 3.62504
C -1.30457 -3.81229 2.14970
N -0.20579 -3.14406 1.91966
H 1.90210 -1.71037 4.83263
H 4.48143 -0.43738 5.43231
H 6.73439 -0.24342 4.43439
H 7.29498 -1.37474 2.32694
H 5.60823 -2.74350 1.12785
H 0.72859 -4.40592 4.87624
H -2.15130 -3.80675 1.48101
```

## Properties
**Molar mass**: 826.90 g/mol
**ΔE to the lowest compared entry with this formula, charge and spin**: 1.6 kcal/mol
**HOMO level**: -9.842 eV
**E_LUMO**: -1.970 eV
**Charge**: +1

No. 4
Entry from OMol25: BrH2NOS2 as an isolated structure in a non-equilibrium geometry (ωB97M-V with the def2-TZVPD basis set).

XYZ file:
```
7
BrH2NOS2, DFT ωB97M-V with the def2-TZVPD basis set
N -1.74720 -0.56951 -0.15541
O -1.30931 2.04585 -0.59991
S 0.57790 0.90667 1.15020
S -0.84162 0.69884 -0.35540
Br -3.41508 -0.24848 0.36320
H 0.47632 -0.35004 1.16015
H -0.32781 0.29874 -1.54019
```

## Properties
**Molar mass**: 176.06 g/mol
**ΔE to the lowest compared entry with this formula, charge and spin**: 40.5 kcal/mol
**HOMO level**: -9.041 eV
**E_LUMO**: -0.523 eV

No. 5
Entry from OMol25: C12H11N2NaO2 as an isolated structure in a non-equilibrium geometry (ωB97M-V with the def2-TZVPD basis set).

XYZ file:
```
28
C12H11N2NaO2, DFT ωB97M-V with the def2-TZVPD basis set
C 1.78952 2.91131 -0.31477
Na 1.15523 3.55968 -3.05937
C 1.98967 1.59972 -0.79432
C 0.82687 1.19521 -1.47325
C -0.16501 2.22336 -1.34904
C 0.44869 3.31725 -0.62197
C -0.15233 4.58971 -0.62572
C -1.34910 4.76103 -1.31347
C -1.98030 3.68353 -1.94323
C -1.39045 2.42929 -2.00165
H 2.49532 3.54266 0.21418
H 2.86970 0.99253 -0.63157
H 0.64812 0.23050 -1.93803
H 0.33193 5.41492 -0.09302
H -1.82209 5.73894 -1.33846
H -2.96094 3.83014 -2.39852
H -1.85234 1.58327 -2.51869
H -1.60455 -4.68294 0.33855
C -0.86177 -3.99708 0.75796
C -0.04860 -4.38208 1.89269
O 0.79711 -3.65978 2.41396
O -0.32874 -5.64453 2.31957
C 0.47116 -6.06519 3.44554
N -0.63929 -2.79220 0.24370
N -0.64031 -1.82366 -0.37207
H 0.11094 -7.06779 3.68011
H 1.53518 -6.09332 3.17947
H 0.32637 -5.39449 4.30143
```

## Properties
**Molar mass**: 238.22 g/mol
**ΔE to the lowest compared entry with this formula, charge and spin**: 0.0 kcal/mol
**HOMO level**: -6.276 eV
**E_LUMO**: -0.896 eV

No. 6
Entry from OMol25: C34H55CaN4OP2S as an isolated structure in a non-equilibrium geometry (ωB97M-V with the def2-TZVPD basis set).

XYZ file:
```
98
C34H55CaN4OP2S, DFT ωB97M-V with the def2-TZVPD basis set
C -0.66059 2.31762 -1.78092
C -0.63633 2.99327 0.48807
C -1.02154 3.59426 -2.19052
C -0.88506 4.32788 0.07936
C -1.08809 4.61623 -1.25375
H -1.21880 3.76411 -3.24183
H -0.94824 5.08884 0.85234
H -1.31160 5.63275 -1.57618
N -0.47405 2.01482 -0.47908
P 1.02542 0.14693 -2.47443
P -0.80994 1.03616 2.51491
C -0.42963 1.21624 -2.85527
H -1.33592 0.59359 -2.94357
H -0.26742 1.66699 -3.84509
C -0.59646 2.65089 1.88386
H -0.43521 3.45696 2.60141
C -2.67213 0.68997 2.74385
C 0.23445 0.80256 4.07655
C 0.88732 -1.47508 -3.47315
C 2.44670 1.28122 -3.00362
C -2.85387 -0.84401 2.70190
H -2.40475 -1.33905 3.57452
H -3.93048 -1.06906 2.68845
H -2.41118 -1.27663 1.79379
C -3.16927 1.26238 4.07403
H -2.75200 0.75099 4.95095
H -2.96821 2.33860 4.15748
H -4.26054 1.12557 4.11442
C -3.47262 1.34430 1.60222
H -4.51443 0.99297 1.66437
H -3.47149 2.43960 1.68773
H -3.08807 1.06764 0.61554
C -0.09748 -0.58090 4.67380
H -0.00312 -1.37350 3.91417
H 0.62424 -0.79126 5.47893
H -1.10742 -0.61823 5.10363
C 1.72212 0.82068 3.67396
H 1.99439 -0.01560 3.01715
H 2.01801 1.76238 3.19461
H 2.31928 0.71738 4.59256
C -0.02305 1.92657 5.08236
H -1.06606 1.97598 5.41428
H 0.59703 1.72636 5.96954
H 0.26285 2.90991 4.68810
C 3.75147 0.48592 -2.80216
H 4.59678 1.17474 -2.95894
H 3.83138 0.09393 -1.77706
H 3.85556 -0.34393 -3.51663
C 2.46814 2.52454 -2.08500
H 1.64275 3.21187 -2.31711
H 2.42851 2.25661 -1.02030
H 3.41833 3.05453 -2.26535
C 2.33441 1.76036 -4.45538
H 3.22794 2.36868 -4.66854
H 2.31272 0.94325 -5.18426
H 1.45417 2.39403 -4.62063
C -0.51356 -2.08406 -3.28277
H -1.31103 -1.42332 -3.64974
H -0.56074 -3.02503 -3.85517
H -0.71733 -2.32084 -2.23108
C 1.93569 -2.46237 -2.91742
H 1.80827 -2.63528 -1.83728
H 1.80926 -3.42555 -3.43705
H 2.96504 -2.11947 -3.08862
C 1.14157 -1.24447 -4.96257
H 0.47562 -0.48280 -5.38956
H 2.18814 -0.98653 -5.17480
H 0.93994 -2.19190 -5.48673
Ca 0.19821 -0.26567 0.20449
C 2.63481 0.51129 0.55862
O 3.69675 0.84320 0.88042
N -1.92821 -0.86345 -0.62109
C -3.01859 -1.03646 -1.03521
C -4.32877 -1.26900 -1.49560
C -4.72844 -2.55933 -1.89695
C -5.24760 -0.20176 -1.55019
C -6.02567 -2.77182 -2.35020
H -4.02996 -3.39237 -1.85682
C -6.54677 -0.42728 -1.99407
H -4.95031 0.80040 -1.25323
C -6.93445 -1.71065 -2.38857
H -6.34296 -3.76544 -2.68063
H -7.26303 0.39427 -2.04097
H -7.95696 -1.88651 -2.73540
C 5.37867 -3.37480 0.97305
N 4.39721 -2.29913 1.12067
C 3.18709 -2.53561 1.72852
S 1.71382 -2.52655 0.84163
N 3.18803 -2.83419 3.03797
C 4.33205 -2.63252 3.93851
H 5.15378 -4.21431 1.62645
H 6.36344 -2.96037 1.19415
H 5.38664 -3.73539 -0.06388
H 4.35365 -1.69506 0.29623
H 2.26444 -2.98943 3.43941
H 4.60330 -1.57528 4.03432
H 4.02589 -3.00015 4.92539
H 5.19410 -3.21881 3.59570
```

## Properties
**Molar mass**: 669.93 g/mol
**ΔE to the lowest compared entry with this formula, charge and spin**: 7.6 kcal/mol
**HOMO level**: -8.029 eV
**E_LUMO**: -2.601 eV
**Charge**: +1